# C27H72N3O10P

A cluster of 7 separate species, C27H72N3O10P in total (ωB97M-V with the def2-TZVPD basis set, OMol25).

E_HOMO, eV: -9.39
Total charge: 0
SMILES: NCCO[P@@](=O)(ON)OCN.CCOCC.CCOCC.CCOCC.CCOCC.CCOCC.CCOCC

Atoms and positions in Å:
N -6.054 -0.455 -3.800
C -5.373 -1.742 -3.738
C -3.872 -1.563 -3.807
O -3.347 -1.376 -2.478
P -2.324 -0.201 -2.203
O -1.098 -0.200 -3.008
O -3.203 1.124 -2.355
N -2.615 2.228 -3.063
O -2.151 -0.325 -0.635
C -0.996 -1.009 -0.120
N -1.161 -2.444 -0.169
H -7.046 -0.577 -3.634
H -5.952 -0.042 -4.720
H -5.679 -2.444 -4.525
H -5.608 -2.204 -2.777
H -3.621 -0.703 -4.436
H -3.384 -2.441 -4.232
H -1.735 2.422 -2.588
H -2.365 1.859 -3.978
H -0.889 -0.659 0.906
H -0.104 -0.707 -0.674
H -0.443 -2.878 -0.732
H -2.071 -2.710 -0.522
C -6.108 -0.587 0.693
C -7.263 0.060 -0.052
O -8.021 -0.847 -0.838
C -8.651 -1.905 -0.139
C -9.649 -1.450 0.912
H -5.443 -1.097 -0.006
H -5.534 0.178 1.217
H -6.448 -1.312 1.435
H -6.870 0.785 -0.764
H -7.914 0.604 0.641
H -7.904 -2.570 0.311
H -9.165 -2.480 -0.909
H -9.171 -0.895 1.720
H -10.139 -2.319 1.354
H -10.412 -0.812 0.465
C -0.071 0.575 5.849
C 1.085 0.718 4.875
O 0.700 0.708 3.513
C -0.185 1.740 3.110
C 0.360 3.143 3.298
H -0.636 -0.335 5.643
H 0.311 0.523 6.870
H -0.758 1.421 5.798
H 1.761 -0.132 4.978
H 1.667 1.619 5.105
H -1.157 1.629 3.606
H -0.350 1.560 2.047
H 0.527 3.393 4.347
H -0.347 3.870 2.896
H 1.310 3.260 2.772
C 4.265 3.542 -0.518
C 4.011 4.347 0.745
O 3.608 3.561 1.852
C 4.513 2.550 2.262
C 5.875 3.061 2.690
H 3.385 2.952 -0.779
H 4.492 4.207 -1.352
H 5.108 2.859 -0.403
H 3.181 5.038 0.583
H 4.888 4.956 0.993
H 4.629 1.798 1.473
H 4.016 2.056 3.099
H 6.411 3.532 1.866
H 6.482 2.221 3.029
H 5.787 3.785 3.501
C -0.914 -6.182 2.746
C -1.635 -5.196 1.844
O -2.221 -5.783 0.691
C -3.205 -6.772 0.930
C -4.412 -6.274 1.709
H -0.145 -6.719 2.188
H -0.436 -5.645 3.566
H -1.590 -6.919 3.184
H -0.936 -4.460 1.452
H -2.386 -4.636 2.413
H -2.766 -7.644 1.428
H -3.518 -7.098 -0.063
H -4.148 -5.965 2.721
H -5.153 -7.071 1.789
H -4.870 -5.424 1.202
C 9.474 -0.892 0.879
C 8.416 -0.146 1.675
O 7.471 0.544 0.878
C 6.694 -0.250 -0.003
C 5.848 -1.303 0.692
H 9.998 -0.210 0.208
H 10.201 -1.337 1.559
H 9.046 -1.697 0.281
H 8.888 0.630 2.278
H 7.912 -0.829 2.370
H 7.328 -0.712 -0.768
H 6.046 0.462 -0.516
H 6.458 -2.054 1.196
H 5.229 -1.820 -0.041
H 5.194 -0.842 1.433
C 3.254 4.035 -6.574
C 3.555 3.240 -5.315
O 3.657 4.028 -4.141
C 2.501 4.765 -3.786
C 1.272 3.908 -3.529
H 4.005 4.811 -6.726
H 3.261 3.371 -7.439
H 2.274 4.514 -6.534
H 4.528 2.758 -5.408
H 2.815 2.443 -5.182
H 2.283 5.529 -4.541
H 2.773 5.292 -2.871
H 0.944 3.380 -4.425
H 0.447 4.539 -3.196
H 1.479 3.168 -2.755

***

# C27H73Br2F9N29O18S

A cluster of 15 separate species, C27H73Br2F9N29O18S in total at a distorted geometry (ωB97M-V with the def2-TZVPD basis set, OMol25).

E_HOMO, eV: -5.06
Total charge: -1

Atoms and positions in Å:
C 1.973 7.734 3.522
C 0.732 6.682 3.746
Br -0.754 7.780 4.613
C 1.039 5.456 4.789
Br 2.558 6.121 5.978
C 1.431 4.018 4.029
C 0.187 3.474 3.114
C -1.222 3.228 3.927
C -1.391 1.676 4.460
O -1.674 1.510 5.781
O -1.303 0.474 3.589
C 2.634 4.451 2.949
O 3.938 4.575 3.324
O 2.380 4.693 1.502
N 2.054 3.017 4.960
C 1.310 2.814 6.250
C 2.495 1.739 4.298
C 4.061 1.495 4.702
C 4.725 0.112 4.034
F 4.099 -1.027 4.717
F 6.151 0.139 4.546
C 4.828 0.108 2.432
F 6.257 -0.208 2.054
F 4.626 1.529 1.960
S 3.736 -0.991 1.439
F 2.349 -0.791 2.408
F 3.218 0.411 0.532
F 5.026 -1.127 0.268
F 4.233 -2.446 2.180
F 2.781 -1.929 0.370
H 3.010 7.199 3.282
H 2.091 8.540 4.376
H 1.703 8.357 2.541
H 0.324 6.348 2.696
H 0.122 5.349 5.517
H 0.411 2.456 2.539
H -0.079 4.250 2.247
H -2.120 3.435 3.173
H -1.396 3.940 4.838
H -0.324 0.422 3.337
H 0.232 3.261 6.301
H 1.937 3.377 7.096
H 1.236 1.695 6.618
H 2.359 1.689 3.138
H 1.888 0.810 4.737
H 4.761 2.426 4.549
H 4.072 1.282 5.877
C -1.208 -1.516 0.094
O -1.387 -0.323 -0.099
N -2.097 -2.457 -0.272
N -0.105 -2.002 0.692
H -1.957 -3.440 -0.116
H -2.944 -2.143 -0.725
H 0.595 -1.335 0.986
H 0.050 -2.982 0.854
C -0.123 -4.345 4.507
O -1.040 -5.078 4.842
N 1.129 -4.475 4.982
N -0.278 -3.336 3.630
H 1.889 -3.874 4.710
H 1.298 -5.219 5.645
H -1.201 -3.195 3.243
H 0.471 -2.727 3.349
C -5.142 0.281 3.145
O -5.321 1.474 2.952
N -6.031 -0.660 2.779
N -4.039 -0.205 3.743
H -5.891 -1.643 2.935
H -6.878 -0.346 2.326
H -3.339 0.462 4.037
H -3.884 -1.185 3.905
C -5.262 -3.589 -2.009
O -5.056 -2.532 -1.434
N -4.373 -4.148 -2.850
N -6.398 -4.294 -1.857
H -4.536 -5.018 -3.328
H -3.503 -3.657 -2.999
H -7.099 -3.916 -1.235
H -6.575 -5.165 -2.328
C -4.116 -7.398 -1.064
O -4.553 -7.661 -2.173
N -3.835 -6.143 -0.668
N -3.875 -8.337 -0.131
H -3.475 -5.918 0.243
H -3.999 -5.399 -1.333
H -4.070 -9.297 -0.379
H -3.515 -8.128 0.784
C 2.655 3.292 -2.594
O 2.219 3.028 -3.703
N 2.937 4.547 -2.198
N 2.897 2.352 -1.661
H 3.297 4.772 -1.286
H 2.773 5.290 -2.863
H 2.702 1.392 -1.909
H 3.256 2.562 -0.746
C -2.061 9.105 1.012
O -1.116 8.670 1.651
N -2.900 10.041 1.492
N -2.354 8.689 -0.234
H -3.680 10.404 0.972
H -2.723 10.387 2.426
H -1.753 7.986 -0.641
H -3.130 9.043 -0.767
C -0.424 -3.692 -4.121
O -1.476 -3.480 -3.539
N 0.714 -4.019 -3.480
N -0.301 -3.618 -5.459
H 1.584 -4.195 -3.953
H 0.674 -4.088 -2.473
H -1.127 -3.375 -5.988
H 0.562 -3.790 -5.946
C -1.344 -8.242 -3.777
O -1.137 -7.186 -3.201
N -0.455 -8.802 -4.618
N -2.479 -8.948 -3.625
H -0.617 -9.672 -5.095
H 0.416 -8.311 -4.767
H -3.180 -8.570 -3.002
H -2.656 -9.819 -4.095
C 0.245 -1.762 -8.761
O -0.052 -2.921 -9.005
N 0.372 -1.288 -7.508
N 0.474 -0.848 -9.722
H 0.616 -0.335 -7.299
H 0.210 -1.935 -6.749
H 0.391 -1.154 -10.682
H 0.719 0.108 -9.529
C -1.834 10.102 7.765
O -2.271 9.839 6.656
N -1.552 11.357 8.161
N -1.593 9.163 8.698
H -1.193 11.582 9.073
H -1.716 12.101 7.496
H -1.788 8.202 8.450
H -1.233 9.372 9.614
C -6.818 -6.126 -5.573
O -6.871 -5.968 -4.364
N -5.737 -5.803 -6.306
N -7.836 -6.640 -6.288
H -5.686 -5.931 -7.303
H -4.944 -5.413 -5.816
H -8.672 -6.899 -5.784
H -7.800 -6.773 -7.284
C 8.986 -2.369 -1.283
O 9.970 -2.627 -1.959
N 8.037 -1.500 -1.677
N 8.758 -2.929 -0.081
H 7.224 -1.283 -1.126
H 8.162 -1.052 -2.574
H 9.442 -3.589 0.261
H 7.950 -2.721 0.481
C 3.705 0.791 -9.315
O 2.653 1.003 -8.733
N 4.843 0.464 -8.674
N 3.828 0.865 -10.653
H 5.713 0.289 -9.147
H 4.803 0.395 -7.667
H 3.002 1.108 -11.182
H 4.691 0.693 -11.140

***

# C27H74N2O17S

A structure of composition C27H74N2O17S at a distorted geometry (ωB97M-V with the def2-TZVPD basis set, OMol25).

E_HOMO, eV: -8.53
Total charge: 0

Atoms and positions in Å:
C -2.062 0.546 -1.576
C -1.247 -0.353 -0.499
C -0.454 -1.453 -1.371
C 1.085 -1.652 -0.959
O 1.770 -0.432 -0.563
C 1.770 0.572 -1.597
C 1.749 0.323 -3.136
C 1.712 1.593 -4.110
C 1.649 1.338 -5.725
C 0.363 2.170 -6.299
O -0.165 1.942 -7.478
C 1.713 3.071 -3.617
C 1.765 3.354 -2.076
N 1.797 4.591 -1.324
S 1.856 4.071 0.321
N 1.850 2.345 0.317
C 1.796 2.097 -1.113
H -1.319 1.228 -2.148
H -2.422 -0.219 -2.370
H -2.935 1.118 -1.114
H -1.969 -0.814 0.286
H -0.574 0.388 0.067
H -0.987 -2.467 -1.239
H -0.476 -1.252 -2.513
H 1.694 -2.252 -1.744
H 1.075 -2.333 -0.021
H 1.755 -0.761 -3.495
H 1.402 0.234 -5.940
H 2.586 1.709 -6.265
H -0.174 2.981 -5.663
H 1.664 3.965 -4.346
C -3.339 -0.011 -5.331
O -2.338 -0.489 -6.203
H -3.894 -0.860 -4.931
H -2.863 0.531 -4.509
H -4.025 0.646 -5.871
H -1.862 0.286 -6.532
C -3.212 -0.844 3.630
O -2.871 -1.444 2.392
H -3.058 0.232 3.552
H -4.263 -1.044 3.860
H -2.574 -1.246 4.421
H -3.015 -2.398 2.486
C -4.276 -5.445 1.486
O -3.921 -4.515 2.498
H -3.448 -5.537 0.783
H -4.477 -6.419 1.938
H -5.163 -5.089 0.955
H -4.671 -4.454 3.104
C 5.285 2.030 1.597
O 5.761 0.736 1.261
H 6.069 2.568 2.131
H 5.028 2.573 0.684
H 4.406 1.942 2.238
H 5.049 0.282 0.790
C 3.225 -0.387 3.212
O 2.869 -1.134 2.066
H 3.757 -1.032 3.912
H 3.873 0.436 2.917
H 2.321 -0.001 3.692
H 2.400 -0.522 1.475
C -6.213 -0.566 -7.934
O -6.415 -0.868 -6.562
H -5.431 0.190 -8.017
H -5.902 -1.467 -8.469
H -7.138 -0.177 -8.366
H -7.110 -1.537 -6.517
C 3.633 -2.510 -4.805
O 2.452 -2.222 -5.540
H 4.107 -1.571 -4.516
H 3.376 -3.077 -3.906
H 4.322 -3.086 -5.427
H 2.055 -3.069 -5.781
C -1.477 2.555 3.510
O -0.775 1.525 2.826
H -2.356 2.123 3.990
H -0.831 2.999 4.273
H -1.794 3.321 2.798
H -0.003 1.935 2.411
C 0.488 0.851 6.537
O 0.102 0.111 5.388
H 1.026 0.189 7.217
H 1.142 1.676 6.242
H -0.400 1.241 7.040
H -0.372 0.720 4.803
C 1.908 3.722 8.896
O 0.565 3.908 8.473
H 2.336 2.879 8.353
H 2.488 4.623 8.682
H 1.930 3.509 9.968
H 0.211 4.657 8.968
C -0.778 5.996 -7.436
O -0.390 5.394 -8.648
H -0.628 7.073 -7.509
H -1.834 5.790 -7.243
H -0.163 5.600 -6.622
H -0.532 4.441 -8.552
C -1.225 -7.801 3.309
O -2.315 -7.111 3.900
H -1.282 -8.854 3.587
H -1.278 -7.711 2.221
H -0.283 -7.382 3.673
H -2.241 -6.183 3.639
C 4.939 -1.243 6.492
O 4.982 -1.003 7.891
H 4.957 -0.286 5.969
H 5.808 -1.835 6.193
H 4.018 -1.776 6.239
H 4.965 -1.863 8.329
C -3.578 -3.694 -5.020
O -3.777 -3.995 -3.645
H -2.797 -2.939 -5.107
H -3.269 -4.597 -5.553
H -4.506 -3.306 -5.447
H -4.471 -4.664 -3.597
C 2.916 4.311 5.550
O 2.573 3.744 4.294
H 3.409 5.269 5.382
H 2.010 4.468 6.141
H 3.597 3.641 6.081
H 2.139 2.899 4.473